1.
C6H6O2 as an isolated structure in a non-equilibrium geometry. Source: the OMol25 dataset; level of theory: ωB97M-V/def2-TZVPD.

Molecular weight ... 110.11 g mol⁻¹
Relative energy (zero: lowest compared OMol25 entry of this formula, charge and spin) ... 131.4 kcal per mole
Gap between HOMO and LUMO ... 0.32225 hartree
2S+1 ... 1
Calculated total energy ... -382.47638 Eh
Max |F| ... 14.5 eV/A
Highest occupied orbital energy ... -7.96 eV

Geometry as XYZ:
```
14
Properties=species:S:1:pos:R:3:nbo_charge:R:1
C 2.064 0.182 0.553 -0.6236
C 0.917 0.267 -0.464 0.1476
C -0.701 -0.841 -0.221 0.2939
C -2.007 -1.183 0.270 -0.0103
C -1.581 1.160 -0.132 0.1529
C -0.493 0.551 -0.506 -0.2915
H 1.707 -0.057 1.499 0.2169
H 2.651 -0.758 0.104 0.2619
H 2.349 1.261 0.567 0.2249
H 1.426 0.298 -1.444 0.2008
H -2.501 -1.945 0.496 0.1868
H -1.779 2.311 -0.288 0.2232
O 0.487 -1.363 -0.525 -0.5374
O -2.539 0.117 0.090 -0.4461
```

=====

2.
C6H6O2 as an isolated structure in a non-equilibrium geometry. Source: the OMol25 dataset; level of theory: ωB97M-V/def2-TZVPD.

Molecular weight ... 110.11 g mol⁻¹
Relative energy (zero: lowest compared OMol25 entry of this formula, charge and spin) ... 50.6 kcal per mole
Gap between HOMO and LUMO ... 0.32971 hartree
2S+1 ... 1
Calculated total energy ... -382.60517 Eh
Max |F| ... 5.0 eV/A
Highest occupied orbital energy ... -9.55 eV

Geometry as XYZ:
```
14
Properties=species:S:1:pos:R:3:nbo_charge:R:1
C 0.722 0.776 -1.887 -0.6734
C 0.416 0.183 -0.590 -0.0520
C 1.111 -0.478 0.326 -0.2619
C 0.245 -0.943 1.415 0.5289
C -1.185 -0.473 1.279 -0.6085
C -0.997 0.206 -0.105 0.5373
H -0.544 0.924 -2.530 0.2828
H 0.951 1.942 -1.555 0.2559
H 1.645 0.271 -2.341 0.2517
H 2.254 -0.690 0.568 0.2482
H -1.446 0.126 2.171 0.2755
H -1.906 -1.368 1.409 0.2706
O 0.529 -1.475 2.488 -0.5334
O -1.795 1.000 -0.650 -0.5214
```

=====

3.
C6H6O5Ru as an isolated structure in a non-equilibrium geometry. Source: the OMol25 dataset; level of theory: ωB97M-V/def2-TZVPD.

Molecular weight ... 259.18 g mol⁻¹
Relative energy (zero: lowest compared OMol25 entry of this formula, charge and spin) ... 0.0 kcal per mole
Total charge ... +3
Gap between HOMO and LUMO (spin up / spin down) ... 0.31905 / 0.23150 hartree
2S+1 ... 6
Calculated total energy ... -701.73375 Eh
Max |F| ... 9.9 eV/A
Highest occupied orbital energy (spin up / spin down) ... -21.41 / -25.53 eV

Geometry as XYZ:
```
18
Properties=species:S:1:pos:R:3:lowdin_spin:R:1
O 0.864 -3.221 -1.268 0.0930
C 0.908 -2.073 -1.400 0.1000
Ru 0.873 -0.111 -1.452 2.7732
O -1.890 -0.051 -2.815 0.1371
C -0.818 -0.074 -2.366 0.1501
C 2.488 -0.005 -2.433 0.1601
O 3.547 0.027 -2.892 0.1564
C 0.825 1.834 -1.232 0.1117
O 0.779 3.002 -1.202 0.1327
C -1.324 0.004 2.685 0.1989
C -0.870 0.375 1.292 0.2261
O 0.132 -0.566 0.791 0.5000
H -1.772 -0.981 2.660 0.0758
H -2.065 0.700 3.068 0.0065
H -0.488 -0.004 3.369 0.0229
H -1.659 0.324 0.547 0.0216
H -0.408 1.363 1.232 0.1233
H 0.877 -0.543 1.415 0.0106
```

=====

4.
An isolated molecule of C6H6OS in a non-equilibrium geometry. Source: the OMol25 dataset; level of theory: ωB97M-V/def2-TZVPD.

Molecular weight ... 126.18 g mol⁻¹
Relative energy (zero: lowest compared OMol25 entry of this formula, charge and spin) ... 12.9 kcal per mole
Gap between HOMO and LUMO ... 0.35541 hartree
2S+1 ... 1
Calculated total energy ... -705.60573 Eh
Max |F| ... 2.5 eV/A
Highest occupied orbital energy ... -9.12 eV

Geometry as XYZ:
```
14
Properties=species:S:1:pos:R:3:nbo_charge:R:1
C 1.540 0.487 0.115 0.4512
C 0.118 0.566 0.702 -0.4092
C -0.512 -0.804 0.954 -0.2083
C -1.391 -1.081 -0.003 -0.2031
C -1.639 0.176 -0.829 -0.2289
C -0.833 1.122 -0.361 -0.1667
H 3.286 -0.721 -0.608 0.1404
H 0.189 1.296 1.571 0.2658
H -0.122 -1.555 1.653 0.2281
H -1.788 -2.032 -0.288 0.2175
H -2.244 0.080 -1.759 0.2275
H -0.884 2.133 -0.719 0.2255
O 2.233 1.463 -0.038 -0.5437
S 2.047 -1.130 -0.388 0.0037
```

=====

5.
An isolated molecule of C6H7B in a non-equilibrium geometry. Source: the OMol25 dataset; level of theory: ωB97M-V/def2-TZVPD.

Molecular weight ... 89.93 g mol⁻¹
Relative energy (zero: lowest compared OMol25 entry of this formula, charge and spin) ... 46.0 kcal per mole
Gap between HOMO and LUMO ... 0.32434 hartree
2S+1 ... 1
Calculated total energy ... -257.48143 Eh
Max |F| ... 3.2 eV/A
Highest occupied orbital energy ... -8.49 eV

Geometry as XYZ:
```
14
Properties=species:S:1:pos:R:3:nbo_charge:R:1
B -1.690 1.240 0.302 0.6981
C -2.666 0.017 0.244 -0.3241
C -1.959 -0.917 -0.089 0.0939
C -0.581 1.786 -0.553 -0.7233
C -0.684 -1.576 -0.271 -0.5061
C 0.359 -0.622 0.497 -0.3768
C -0.198 0.903 0.644 -0.5097
H -0.530 1.196 -1.498 0.2282
H -0.155 2.771 -0.522 0.2529
H -0.442 -2.582 0.053 0.2575
H -0.393 -1.389 -1.330 0.2230
H 0.420 -1.024 1.557 0.2278
H 1.191 -0.676 -0.263 0.2228
H 0.166 1.589 1.415 0.2358
```

=====

6.
An isolated ion of composition C6H7BF10O3PS and charge -1. Source: the OMol25 dataset; level of theory: ωB97M-V/def2-TZVPD.

Molecular weight ... 390.95 g mol⁻¹
Total charge ... -1
Gap between HOMO and LUMO ... 0.33856 hartree
2S+1 ... 1
Calculated total energy ... -2221.71216 Eh
Max |F| ... 0.6 eV/A
Highest occupied orbital energy ... -5.98 eV

Geometry as XYZ:
```
29
Properties=species:S:1:pos:R:3:nbo_charge:R:1
C 3.489 0.245 1.513 -0.6611
C 3.325 0.373 -0.002 0.0397
F 3.720 1.689 -0.368 -0.4004
B 1.895 -0.040 -0.646 -0.6078
P 1.723 -1.965 -0.708 1.3645
O 0.535 -2.598 -1.366 -1.1229
S 0.496 0.738 0.393 1.9510
O -0.062 -0.226 1.328 -0.9675
O 0.896 2.032 0.917 -0.9455
C -0.935 1.248 -0.755 0.4071
F -0.437 1.391 -1.999 -0.3107
F -1.399 2.449 -0.352 -0.3171
C -2.157 0.287 -0.856 0.5763
F -2.775 0.513 -2.061 -0.3179
F -1.731 -0.989 -0.839 -0.2808
C -3.259 0.496 0.233 0.5591
F -2.722 0.686 1.454 -0.2885
F -3.999 1.592 -0.095 -0.3086
C -4.250 -0.698 0.349 0.9239
F -5.280 -0.333 1.115 -0.3122
F -3.679 -1.751 0.910 -0.2930
F -4.730 -1.064 -0.841 -0.3082
H 4.524 0.048 1.808 0.1928
H 3.165 1.184 1.978 0.2373
H 2.836 -0.541 1.914 0.2159
H 4.055 -0.292 -0.496 0.1600
H 1.842 0.368 -1.776 0.0560
H 2.933 -2.366 -1.340 -0.1260
H 1.978 -2.476 0.590 -0.1152
```

=====

7.
An isolated molecule of C6H7BrN2O2S in a non-equilibrium geometry. Source: the OMol25 dataset; level of theory: ωB97M-V/def2-TZVPD.

Molecular weight ... 251.10 g mol⁻¹
Relative energy (zero: lowest compared OMol25 entry of this formula, charge and spin) ... 65.7 kcal per mole
Gap between HOMO and LUMO ... 0.37035 hartree
2S+1 ... 1
Calculated total energy ... -3464.91974 Eh
Max |F| ... 4.2 eV/A
Highest occupied orbital energy ... -9.75 eV

Geometry as XYZ:
```
19
Properties=species:S:1:pos:R:3:nbo_charge:R:1
C -1.326 -0.386 -2.451 -0.1813
C -2.121 0.024 -1.335 -0.1966
C -0.112 -1.054 -2.273 -0.2108
C -1.576 -0.069 -0.070 -0.2356
C 0.387 -1.161 -0.975 -0.2422
C -0.345 -0.669 0.052 0.1863
N 2.360 1.155 1.039 -0.9801
N 0.570 -0.700 1.515 -0.7896
O 1.206 0.906 3.298 -0.9457
O -0.105 1.790 1.413 -0.9328
S 0.908 0.877 1.885 2.3439
Br -0.412 -1.242 2.943 0.2667
H -1.730 -0.200 -3.361 0.2061
H -2.986 0.575 -1.600 0.2220
H 0.486 -1.352 -3.152 0.2266
H -1.965 0.241 0.850 0.2453
H 1.413 -1.688 -0.721 0.2485
H 2.994 0.826 1.787 0.3905
H 2.356 2.127 1.154 0.3790
```

=====

8.
A 2-piece molecular cluster, C6H7Cl overall in a non-equilibrium geometry. Source: the OMol25 dataset; level of theory: ωB97M-V/def2-TZVPD.

Molecular weight ... 114.57 g mol⁻¹
Relative energy (zero: lowest compared OMol25 entry of this formula, charge and spin) ... 100.7 kcal per mole
Gap between HOMO and LUMO ... 0.38875 hartree
2S+1 ... 1
Calculated total energy ... -692.82370 Eh
Max |F| ... 4.0 eV/A
Highest occupied orbital energy ... -9.79 eV

Geometry as XYZ:
```
14
Properties=species:S:1:pos:R:3:nbo_charge:R:1
C -2.137 -0.101 0.427 -0.2569
C -1.094 -0.613 0.743 0.0244
C 0.391 0.960 -2.682 -0.2505
C -0.034 -0.187 -2.640 -0.1611
C 0.922 0.415 1.457 -0.6021
C 0.306 -0.920 0.963 -0.4924
Cl -0.126 -1.776 -2.697 0.1541
H -3.107 0.206 0.485 0.2209
H 0.542 2.069 -2.576 0.2586
H 1.017 1.159 0.576 0.2076
H 0.228 1.042 2.024 0.2175
H 1.838 0.475 2.048 0.2147
H 0.432 -1.561 1.767 0.2302
H 0.822 -1.168 0.103 0.2350
```

=====

9.
An isolated molecule of C6H7Cl in a non-equilibrium geometry. Source: the OMol25 dataset; level of theory: ωB97M-V/def2-TZVPD.

Molecular weight ... 114.57 g mol⁻¹
Relative energy (zero: lowest compared OMol25 entry of this formula, charge and spin) ... 66.8 kcal per mole
Gap between HOMO and LUMO ... 0.37074 hartree
2S+1 ... 1
Calculated total energy ... -692.87774 Eh
Max |F| ... 6.0 eV/A
Highest occupied orbital energy ... -9.12 eV

Geometry as XYZ:
```
14
Properties=species:S:1:pos:R:3:nbo_charge:R:1
C 0.430 1.012 1.164 -0.2081
C -0.401 0.172 1.816 -0.0073
C -0.793 -0.786 0.711 -0.4561
C 1.071 -0.438 -1.155 -0.4266
C -0.034 0.453 -1.590 -0.4293
C 0.100 -0.015 -0.172 -0.0003
Cl -0.917 0.198 3.476 -0.0009
H 0.811 1.978 1.094 0.2234
H -0.391 -1.722 0.796 0.2116
H -1.805 -0.963 0.352 0.2251
H 1.016 -1.334 -1.693 0.2261
H 1.970 0.093 -1.000 0.2206
H -0.177 1.502 -1.746 0.2251
H -0.881 -0.151 -2.052 0.1968
```

=====

10.
A 2-piece molecular cluster, C6H7ClN2O overall in a non-equilibrium geometry. Source: the OMol25 dataset; level of theory: ωB97M-V/def2-TZVPD.

Molecular weight ... 158.59 g mol⁻¹
Relative energy (zero: lowest compared OMol25 entry of this formula, charge and spin) ... 81.2 kcal per mole
Gap between HOMO and LUMO ... 0.33098 hartree
2S+1 ... 1
Calculated total energy ... -877.63550 Eh
Max |F| ... 4.8 eV/A
Highest occupied orbital energy ... -8.51 eV

Geometry as XYZ:
```
17
Properties=species:S:1:pos:R:3:nbo_charge:R:1
C -0.919 1.381 -2.017 -0.4533
C -1.228 1.264 -0.694 -0.1632
C -1.119 -0.168 1.356 0.1250
C -0.533 -1.118 -0.835 0.2682
C 2.739 -0.551 0.503 0.1512
C -1.186 -0.093 0.018 -0.3135
N -0.827 -1.280 2.019 -0.7618
N 0.042 -1.942 -1.486 -0.3664
O 2.595 0.245 -0.539 -0.6543
Cl 4.126 -0.092 1.356 -0.0118
H -1.209 2.377 -2.426 0.2192
H -0.682 0.466 -2.609 0.2208
H -1.378 2.066 -0.012 0.2027
H -1.299 0.686 1.921 0.2025
H -0.255 -1.972 1.510 0.4181
H -0.768 -1.225 3.025 0.4004
H 1.900 -0.044 -1.091 0.5161
```

=====

11.
A 2-piece molecular cluster, C6H7ClN2O overall in a non-equilibrium geometry. Source: the OMol25 dataset; level of theory: ωB97M-V/def2-TZVPD.

Molecular weight ... 158.59 g mol⁻¹
Relative energy (zero: lowest compared OMol25 entry of this formula, charge and spin) ... 186.9 kcal per mole
Gap between HOMO and LUMO (spin up / spin down) ... 0.30206 / 0.20667 hartree
2S+1 ... 1
Calculated total energy ... -877.46708 Eh
Max |F| ... 3.9 eV/A
Highest occupied orbital energy (spin up / spin down) ... -8.55 / -8.30 eV

Geometry as XYZ:
```
17
Properties=species:S:1:pos:R:3:nbo_charge:R:1
C -0.295 -1.605 0.803 -0.4071
C -0.896 -0.423 1.013 -0.0787
C 1.347 -0.687 -0.726 -0.3024
C 0.820 -1.584 0.047 0.1421
C -0.441 0.820 0.232 -0.4505
C 0.449 0.556 -0.962 -0.4125
N 1.367 -3.860 1.395 -0.0692
N 2.246 -3.802 0.672 0.4435
O 3.155 -3.946 -0.096 -0.2783
Cl 1.210 -5.614 2.476 -0.1334
H -0.451 -2.593 1.272 0.2454
H -1.717 -0.154 1.762 0.2147
H 2.251 -0.549 -1.146 0.2175
H -1.374 1.314 0.090 0.2293
H 0.107 1.242 1.169 0.2181
H 1.153 1.432 -1.208 0.2142
H -0.134 0.391 -1.788 0.2072
```

=====

12.
An isolated molecule of C6H7ClN2OS in a non-equilibrium geometry. Source: the OMol25 dataset; level of theory: ωB97M-V/def2-TZVPD.

Molecular weight ... 190.66 g mol⁻¹
Relative energy (zero: lowest compared OMol25 entry of this formula, charge and spin) ... 12.9 kcal per mole
Gap between HOMO and LUMO ... 0.37011 hartree
2S+1 ... 1
Calculated total energy ... -1275.89950 Eh
Max |F| ... 3.5 eV/A
Highest occupied orbital energy ... -9.79 eV

Geometry as XYZ:
```
18
Properties=species:S:1:pos:R:3:nbo_charge:R:1
C 1.060 0.269 0.850 0.2531
C -1.677 -0.630 1.028 0.5409
C 1.771 1.415 -1.105 -0.4947
C 0.514 1.047 -0.321 -0.1698
C -1.389 -0.398 -0.465 0.2255
C -1.395 -2.029 1.462 -0.7148
N 1.433 -0.459 1.665 -0.3234
N -0.574 0.370 -0.961 -0.4057
O -2.157 0.231 1.671 -0.4768
S 1.689 3.181 -1.633 -0.0383
Cl -2.519 -1.134 -1.609 -0.0064
H 2.613 1.299 -0.465 0.2422
H 1.889 0.772 -1.974 0.2481
H 0.129 1.878 0.157 0.2565
H -2.154 -2.622 0.960 0.2474
H -1.448 -2.179 2.584 0.2476
H -0.495 -2.337 1.105 0.2378
H 1.122 3.074 -2.812 0.1310
```

=====

13.
An isolated ion of composition C6H7ClNS and charge +1 in a non-equilibrium geometry. Source: the OMol25 dataset; level of theory: ωB97M-V/def2-TZVPD.

Molecular weight ... 160.65 g mol⁻¹
Relative energy (zero: lowest compared OMol25 entry of this formula, charge and spin) ... 9.6 kcal per mole
Total charge ... +1
Gap between HOMO and LUMO (spin up / spin down) ... 0.26761 / 0.26765 hartree
2S+1 ... 1
Calculated total energy ... -1145.59791 Eh
Max |F| ... 4.9 eV/A
Highest occupied orbital energy (spin up / spin down) ... -13.12 / -13.12 eV

Geometry as XYZ:
```
16
Properties=species:S:1:pos:R:3:nbo_charge:R:1
C -0.087 0.466 -1.840 -0.2524
C -0.376 1.568 -0.944 -0.1133
C 0.348 -0.680 -1.294 -0.1015
C -0.109 1.626 0.359 -0.0911
C 0.239 -0.834 0.266 -0.1991
C 0.307 0.115 2.285 0.0724
N 0.136 0.372 0.992 -0.2592
S -1.348 -1.901 0.294 0.2848
Cl -0.805 -3.392 -0.945 -0.0810
H -0.255 0.536 -2.924 0.2611
H -0.507 2.503 -1.543 0.2572
H 0.764 -1.533 -1.744 0.2482
H -0.164 2.597 0.753 0.2669
H 1.037 -1.353 0.733 0.2377
H 0.170 0.836 3.068 0.2405
H 0.651 -0.925 2.483 0.2287
```

=====

14.
An isolated molecule of C6H7ClO in a non-equilibrium geometry. Source: the OMol25 dataset; level of theory: ωB97M-V/def2-TZVPD.

Molecular weight ... 130.57 g mol⁻¹
Relative energy (zero: lowest compared OMol25 entry of this formula, charge and spin) ... 82.1 kcal per mole
Gap between HOMO and LUMO ... 0.37392 hartree
2S+1 ... 1
Calculated total energy ... -768.13342 Eh
Max |F| ... 4.1 eV/A
Highest occupied orbital energy ... -9.80 eV

Geometry as XYZ:
```
15
Properties=species:S:1:pos:R:3:nbo_charge:R:1
C 1.866 -0.024 -0.528 0.0144
C 1.007 1.258 -0.409 -0.2072
C -0.265 1.431 0.165 -0.2361
C -0.821 0.169 0.699 -0.2037
C -0.253 -1.155 0.192 -0.2112
C 0.945 -1.285 -0.370 -0.2054
H 2.570 0.267 1.363 0.4686
H 2.418 -0.233 -1.465 0.2152
H 1.277 2.279 -0.956 0.2271
H -1.036 2.336 -0.173 0.2668
H -0.860 0.133 1.908 0.2517
H -1.129 -1.937 0.330 0.2445
H 1.264 -2.141 -0.897 0.2180
O 2.941 -0.147 0.508 -0.7152
Cl -2.524 -0.111 -0.157 -0.1276
```

=====

15.
An isolated molecule of C6H7ClO in a non-equilibrium geometry. Source: the OMol25 dataset; level of theory: ωB97M-V/def2-TZVPD.

Molecular weight ... 130.57 g mol⁻¹
Relative energy (zero: lowest compared OMol25 entry of this formula, charge and spin) ... 137.6 kcal per mole
Gap between HOMO and LUMO (spin up / spin down) ... 0.28460 / 0.27790 hartree
2S+1 ... 1
Calculated total energy ... -768.04497 Eh
Max |F| ... 4.7 eV/A
Highest occupied orbital energy (spin up / spin down) ... -7.03 / -7.14 eV

Geometry as XYZ:
```
15
Properties=species:S:1:pos:R:3:nbo_charge:R:1
C -0.689 1.902 -0.322 -0.3886
C -2.027 1.591 -0.880 0.0744
C 0.170 0.965 0.100 0.0927
C -3.208 0.047 0.602 -0.0021
C 1.461 -0.860 -0.498 -0.6255
C 0.720 -0.072 0.567 -0.2751
O -2.863 0.681 -0.466 -0.3861
Cl -4.637 -0.856 0.619 0.0212
H -0.242 2.919 -0.321 0.2374
H -2.392 2.070 -1.742 0.1767
H 1.613 -1.882 -0.144 0.2188
H 2.412 -0.327 -0.669 0.2178
H 0.883 -0.724 -1.463 0.2244
H 0.843 -0.242 1.650 0.2307
H -2.599 0.171 1.549 0.1834
```